# C52H67ClN12O5P

A 8-piece molecular cluster, C52H67ClN12O5P overall in a non-equilibrium geometry (wB97M-V/def2-TZVPD, the Open Molecules 2025 dataset).

Cartesian coordinates (Å):
1 C 2.358 -2.356 -1.083
2 C 1.202 -2.010 -2.028
3 N 0.350 -0.987 -1.399
4 C -0.928 -0.785 -2.107
5 C -1.988 -0.683 -1.014
6 N -3.408 -0.716 -1.494
7 C -3.811 0.150 -2.478
8 N -3.705 1.484 -2.504
9 C -4.244 2.244 -3.627
10 C -5.719 2.499 -3.349
11 O -6.217 2.214 -2.295
12 P -3.025 2.493 -1.263
13 O -3.450 3.868 -1.495
14 O -3.473 1.885 0.114
15 O -1.455 2.354 -1.333
16 N -4.456 -0.493 -3.494
17 C -5.025 -1.696 -2.740
18 N -5.708 -2.644 -3.499
19 C -6.973 -2.819 -3.339
20 C -7.628 -3.003 -1.994
21 C -7.873 -2.841 -4.536
22 C -3.712 -2.058 -2.058
23 C -3.870 -3.255 -1.130
24 C -3.538 -4.543 -1.854
25 C -3.794 -5.773 -0.986
26 Cl -1.779 -4.550 -2.301
27 C 1.029 0.263 -1.190
28 C 1.811 0.921 -2.308
29 O 0.987 0.781 -0.109
30 H 2.074 -2.121 -0.060
31 H 2.648 -3.399 -1.172
32 H 3.246 -1.758 -1.294
33 H 1.608 -1.702 -2.994
34 H 0.594 -2.905 -2.128
35 H -0.885 0.155 -2.669
36 H -1.064 -1.631 -2.772
37 H -1.782 0.192 -0.409
38 H -1.866 -1.526 -0.341
39 H -4.196 1.686 -4.567
40 H -3.749 3.206 -3.721
41 H -6.345 2.948 -4.134
42 H -4.221 1.285 -0.036
43 H -1.134 2.534 -2.226
44 H -5.286 -0.018 -3.838
45 H -5.592 -1.209 -1.930
46 H -8.571 -3.523 -2.129
47 H -7.006 -3.658 -1.392
48 H -7.804 -2.042 -1.509
49 H -8.208 -1.813 -4.680
50 H -8.762 -3.430 -4.320
51 H -7.369 -3.228 -5.414
52 H -3.074 -2.332 -2.901
53 H -3.295 -3.182 -0.210
54 H -4.930 -3.321 -0.872
55 H -4.075 -4.633 -2.794
56 H -3.208 -6.594 -1.381
57 H -3.486 -5.549 0.034
58 H -4.852 -6.033 -0.999
59 H 2.235 0.181 -2.982
60 H 2.648 1.439 -1.849
61 H 1.186 1.622 -2.856
62 N 4.984 2.367 0.624
63 C 3.671 2.319 0.850
64 C 2.955 3.342 1.451
65 C 3.643 4.480 1.845
66 C 5.009 4.549 1.620
67 C 5.627 3.469 1.007
68 H 3.173 1.413 0.532
69 H 1.889 3.245 1.605
70 H 3.122 5.302 2.320
71 H 5.589 5.412 1.912
72 H 6.694 3.484 0.812
73 N -7.813 -6.257 -0.949
74 C -8.941 -6.606 -1.570
75 C -10.100 -6.979 -0.909
76 C -10.091 -6.997 0.476
77 C -8.927 -6.641 1.139
78 C -7.823 -6.280 0.383
79 H -8.905 -6.584 -2.654
80 H -10.986 -7.251 -1.465
81 H -10.978 -7.287 1.026
82 H -8.875 -6.642 2.219
83 H -6.894 -5.992 0.866
84 N 7.870 5.542 2.830
85 C 8.266 4.821 3.877
86 C 9.592 4.676 4.253
87 C 10.567 5.311 3.500
88 C 10.171 6.064 2.406
89 C 8.818 6.148 2.116
90 H 7.474 4.336 4.438
91 H 9.853 4.079 5.116
92 H 11.615 5.220 3.763
93 H 10.896 6.577 1.789
94 H 8.468 6.730 1.270
95 N -12.349 -9.639 1.489
96 C -13.360 -10.504 1.439
97 C -13.367 -11.715 2.115
98 C -12.263 -12.048 2.883
99 C -11.201 -11.160 2.945
100 C -11.297 -9.976 2.232
101 H -14.203 -10.207 0.826
102 H -14.217 -12.378 2.041
103 H -12.230 -12.984 3.425
104 H -10.319 -11.379 3.530
105 H -10.492 -9.249 2.255
106 N 13.547 4.419 5.384
107 C 14.824 4.735 5.591
108 C 15.599 4.177 6.597
109 C 15.017 3.242 7.435
110 C 13.688 2.901 7.235
111 C 13.003 3.516 6.200
112 H 15.239 5.474 4.917
113 H 16.632 4.472 6.718
114 H 15.588 2.784 8.232
115 H 13.193 2.176 7.866
116 H 11.962 3.276 6.008
117 N -3.720 1.482 -7.057
118 C -3.587 0.767 -8.174
119 C -3.813 1.282 -9.441
120 C -4.202 2.608 -9.558
121 C -4.347 3.366 -8.407
122 C -4.093 2.753 -7.193
123 H -3.285 -0.265 -8.039
124 H -3.687 0.658 -10.314
125 H -4.388 3.043 -10.531
126 H -4.649 4.403 -8.449
127 H -4.185 3.308 -6.263
128 N 14.774 8.044 6.296
129 C 13.466 7.974 6.533
130 C 12.740 8.989 7.138
131 C 13.411 10.139 7.522
132 C 14.773 10.227 7.285
133 C 15.404 9.156 6.670
134 H 12.981 7.055 6.218
135 H 11.677 8.879 7.303
136 H 12.881 10.954 7.999
137 H 15.336 11.105 7.569
138 H 16.468 9.185 6.464

Output
Max |F|, eV/Å: 2.32
Net charge: +1
Orbital gap, eV: 7.75
LUMO energy, hartree: -0.095
2S+1: 1
HOMO energy, eV: -10.3
Energy, a.u.: -3856.3007


# C34H37DyN5

C34H37DyN5 as an isolated structure in a non-equilibrium geometry (wB97M-V/def2-TZVPD, the Open Molecules 2025 dataset).

Cartesian coordinates (Å):
1 Dy 0.416 0.101 0.106
2 N 4.318 0.898 2.803
3 N -0.804 1.364 1.958
4 C -0.321 -2.265 -0.736
5 C 0.187 -2.361 0.607
6 C 1.617 -2.308 0.529
7 C 2.556 -2.434 1.639
8 H 2.106 -2.896 2.516
9 H 2.827 -1.289 2.034
10 H 3.497 -2.912 1.371
11 C 1.992 -2.144 -0.833
12 C 3.396 -2.111 -1.322
13 H 3.700 -3.075 -1.762
14 H 4.097 -1.894 -0.506
15 H 3.551 -1.341 -2.091
16 C 0.801 -2.115 -1.616
17 C 0.753 -1.934 -3.092
18 H 1.344 -1.059 -3.409
19 H -0.278 -1.779 -3.434
20 H 1.153 -2.809 -3.632
21 C -0.614 -2.510 1.859
22 H -0.773 -3.571 2.114
23 H -1.614 -2.054 1.773
24 H -0.118 -2.038 2.719
25 C -1.767 -2.226 -1.120
26 H -1.963 -1.521 -1.947
27 H -2.407 -1.915 -0.279
28 H -2.134 -3.214 -1.448
29 C 5.106 1.832 2.309
30 H 6.172 1.598 2.288
31 C 4.762 3.062 1.808
32 H 5.536 3.800 1.555
33 C 3.413 3.336 1.624
34 H 3.044 4.329 1.281
35 C 2.507 2.309 1.820
36 H 1.400 2.435 1.649
37 C 3.010 1.029 2.346
38 C 2.347 -0.130 2.394
39 H 1.342 0.136 2.829
40 C -1.565 1.178 0.907
41 C -1.519 1.589 3.124
42 H -1.059 1.666 4.122
43 C -2.815 1.655 2.699
44 H -3.680 1.933 3.321
45 N -2.876 1.381 1.312
46 C -3.926 0.873 0.520
47 C -4.804 -0.073 1.099
48 C -5.700 -0.703 0.207
49 H -6.419 -1.392 0.608
50 C -5.695 -0.438 -1.152
51 C -6.769 -0.970 -2.038
52 H -6.400 -1.156 -3.049
53 H -7.596 -0.260 -2.134
54 H -7.190 -1.896 -1.651
55 C -4.672 0.327 -1.684
56 H -4.601 0.459 -2.754
57 C -3.770 1.019 -0.868
58 C -2.595 1.698 -1.504
59 H -2.041 2.357 -0.814
60 H -2.967 2.303 -2.349
61 H -1.885 0.975 -1.968
62 C -4.643 -0.618 2.481
63 H -4.698 0.155 3.258
64 H -3.700 -1.180 2.622
65 H -5.455 -1.339 2.665
66 N 7.003 1.008 -0.778
67 C 5.897 1.231 -1.107
68 C 4.553 1.499 -1.551
69 C 4.314 2.257 -2.702
70 C 3.007 2.352 -3.160
71 C 1.969 1.792 -2.413
72 N 2.196 1.114 -1.255
73 C 3.486 0.958 -0.839
74 H 5.149 2.745 -3.209
75 H 2.758 2.864 -4.085
76 H 0.916 1.888 -2.702
77 H 3.635 0.423 0.114

Output
Max |F|, eV/Å: 4.45
Net charge: -1
Orbital gap (spin up / spin down), eV: 5.17 / 4.11
LUMO energy (spin up / spin down), hartree: 0.075 / 0.074
⟨S²⟩: 9.790
2S+1: 6
HOMO energy (spin up / spin down), eV: -3.1 / -2.1
Energy relative to the best compared isomer or geometry (same formula, charge and spin), kcal per mole: 13.6
Energy, a.u.: -2476.4512


# BH20NO6

BH20NO6 as an isolated structure in a non-equilibrium geometry (wB97M-V/def2-TZVPD, the Open Molecules 2025 dataset).

Cartesian coordinates (Å):
1 N 2.348 -1.104 -2.339
2 H 1.757 -1.915 -2.651
3 H 2.624 -1.359 -1.394
4 H 1.720 -0.184 -2.082
5 H 3.100 -0.836 -2.982
6 B -0.578 0.147 -0.266
7 H -1.321 -0.022 -1.126
8 H 0.051 1.242 -0.549
9 H -1.275 0.136 0.906
10 H 0.251 -1.050 -0.034
11 O 1.993 3.525 0.947
12 H 1.999 3.872 -0.032
13 H 1.388 2.822 0.719
14 O 1.347 0.606 2.814
15 H 0.611 0.562 3.436
16 H 0.802 0.467 2.079
17 O -2.350 2.823 -1.931
18 H -1.991 2.162 -1.319
19 H -3.269 2.502 -1.936
20 O -3.090 1.479 2.972
21 H -3.152 1.084 2.126
22 H -3.939 1.950 2.861
23 O -2.144 -2.745 0.448
24 H -1.676 -1.890 0.187
25 H -1.979 -2.850 1.337
26 O 1.934 -4.022 -0.868
27 H 2.881 -3.912 -1.170
28 H 1.946 -3.490 -0.149

Output
Max |F|, eV/Å: 5.19
Orbital gap, eV: 7.89
LUMO energy, hartree: -0.053
2S+1: 1
HOMO energy, eV: -9.3
Energy relative to the best compared isomer or geometry (same formula, charge and spin), kcal per mole: 13.9
Energy, a.u.: -542.8400


# C5H11N

An isolated ion of composition C5H11N and charge -1 in a non-equilibrium geometry (wB97M-V/def2-TZVPD, the Open Molecules 2025 dataset).

Cartesian coordinates (Å):
1 C -1.921 0.180 -1.549
2 C -0.494 0.609 -1.220
3 C 0.090 0.231 0.125
4 C 1.381 -0.325 0.085
5 N 2.136 -0.398 1.315
6 C -0.887 -0.152 1.233
7 H -2.212 0.566 -2.527
8 H -2.606 0.662 -0.859
9 H -2.066 -0.897 -1.447
10 H -0.462 1.694 -1.397
11 H 0.198 0.162 -1.928
12 H 1.815 -0.953 -0.703
13 H 1.684 -0.084 2.152
14 H 3.103 -0.107 1.225
15 H -1.789 -0.665 0.863
16 H -0.348 -0.691 2.008
17 H -1.245 0.696 1.762

Output
Max |F|, eV/Å: 2.12
Net charge: -1
Orbital gap (spin up / spin down), eV: 3.23 / 6.44
LUMO energy (spin up / spin down), hartree: 0.162 / 0.156
⟨S²⟩: 0.756
2S+1: 2
HOMO energy (spin up / spin down), eV: 1.2 / -2.2
Energy relative to the best compared isomer or geometry (same formula, charge and spin), kcal per mole: 31.2
Energy, a.u.: -251.7499